# 1
68
Properties=species:S:1:pos:R:3:mulliken_spin:R:1 method="wB97M-V/def2-TZVPD" de_lowest_ev=0.000 lumo_ha="-0.0360 / -0.0851" e_homo_ev="-7.85 / -7.85" energy_ev=-149388.8538 charge=0 homo_lumo_gap_ha="0.252 / 0.203" spin_multiplicity=2 s_squared=0.83
Fe 0.16212 -0.36694 0.72274 0.092
Cl -1.49253 -0.09394 4.01459 0.003
C 0.23201 -0.31025 3.91979 0.032
C 0.81898 -0.46919 2.66498 0.064
C 2.19446 -0.64317 2.67926 0.004
Cl 2.93733 -0.88052 1.11552 0.000
C 2.97803 -0.63656 3.82245 -0.015
Cl 4.68248 -0.84038 3.72964 -0.001
C 2.35186 -0.46087 5.05418 0.016
Cl 3.28052 -0.44845 6.50105 0.003
C 0.96705 -0.29881 5.10677 -0.001
Cl 0.18962 -0.08811 6.62728 -0.001
N 1.84546 6.55362 -6.69831 0.000
C 1.65854 5.77402 -5.87497 0.000
C 1.42503 4.79793 -4.84279 0.000
C 0.17917 4.18532 -4.73533 0.001
C -0.03945 3.24507 -3.74341 -0.001
C 0.97276 2.91682 -2.84574 -0.002
C 2.21360 3.53891 -2.95656 0.000
C 2.44478 4.47037 -3.95272 0.000
C 0.73065 1.91434 -1.77387 0.008
C 0.45520 0.61310 -2.16811 0.012
C 0.46233 0.10804 -3.50059 0.000
C 0.14539 -1.22143 -3.41615 0.001
C -0.03932 -1.48728 -2.03844 -0.014
N 0.14748 -0.41587 -1.28787 -0.006
C 0.77196 2.37404 -0.45796 0.000
C 0.89197 3.72891 -0.04915 0.000
C 0.80908 3.73012 1.32193 0.001
C 0.64918 2.38172 1.70713 -0.005
N 0.61835 1.56485 0.66108 -0.003
H -0.60819 4.44707 -5.42904 0.000
H -1.00373 2.76122 -3.65595 0.000
H 2.99980 3.28180 -2.25831 0.000
H 3.41051 4.94882 -4.04611 0.000
H 0.68248 0.67783 -4.38967 0.000
H 0.05321 -1.93344 -4.22150 0.000
H -0.31300 -2.42219 -1.58029 0.007
H 1.00992 4.57787 -0.70447 0.000
H 0.86204 4.57764 1.98791 0.000
H 0.54665 2.00599 2.71146 -0.003
Te -0.43460 -2.77691 1.54015 0.780
C 0.66043 -4.43061 0.81586 0.007
C 1.36681 -5.16641 1.76985 0.000
C 2.11314 -6.27248 1.39378 -0.019
C 2.14233 -6.67031 0.06277 0.032
C 1.42111 -5.95690 -0.88411 -0.013
C 0.68903 -4.83750 -0.51376 -0.001
H 1.33643 -4.87294 2.81259 0.000
H 2.66539 -6.82583 2.14209 -0.001
H 2.71886 -7.53702 -0.23374 0.002
H 1.42716 -6.26795 -1.92128 -0.001
H 0.12562 -4.31365 -1.27343 -0.007
N -5.03375 -2.22008 2.18043 0.001
C -5.37045 -1.04367 1.58869 0.000
O -6.52603 -0.70590 1.42684 0.000
C -4.24301 -0.16124 1.12974 0.014
C -4.55042 1.12268 0.70481 0.000
C -3.52069 1.94320 0.29803 -0.002
C -2.21969 1.46382 0.32737 -0.004
N -1.90522 0.22467 0.72382 -0.004
C -2.91920 -0.55758 1.10717 -0.008
H -5.78641 -2.78304 2.53729 0.001
H -4.09646 -2.44637 2.45480 0.003
H -5.58451 1.44100 0.70712 0.000
H -3.70495 2.95444 -0.03743 0.000
H -1.40582 2.09654 0.01615 0.000
H -2.64891 -1.55795 1.40396 0.027



# 2
11
Properties=species:S:1:pos:R:3:lowdin_charge:R:1 method="wB97M-V/def2-TZVPD" de_lowest_ev=0.380 lumo_ha=0.0242 e_homo_ev=-8.66 energy_ev=-10146.7553 charge=0 homo_lumo_gap_ha=0.342
N 2.25228 0.41911 -0.22940 0.099
C 0.89628 0.12616 -0.06701 -0.480
N 0.52944 -1.14481 0.03756 0.075
N -0.82344 -1.03878 0.10520 0.051
C -1.17926 0.24263 0.03691 -0.470
O -2.49634 0.47460 -0.04796 0.108
N -0.13208 1.03650 -0.08144 0.175
H 2.72824 -0.47619 -0.21683 0.079
H 2.66794 1.03335 0.46440 0.085
H -1.44940 -1.82692 0.13482 0.159
H -2.72679 1.37569 0.19292 0.120



# 3
16
Properties=species:S:1:pos:R:3:lowdin_charge:R:1 method="wB97M-V/def2-TZVPD" de_lowest_ev=0.363 lumo_ha=-0.0475 e_homo_ev=-11.68 energy_ev=-23424.0033 charge=0 homo_lumo_gap_ha=0.382
O 1.15475 -0.99566 1.71183 0.183
C 0.65217 -0.40721 0.79380 -0.341
N 1.11435 0.04764 -0.37981 0.042
N 2.49637 0.36786 -0.84206 -0.350
O 3.38853 -0.07860 -0.23409 0.186
O 2.49187 0.97599 -1.86394 0.135
C 0.00908 0.57270 -1.07497 0.065
C -0.87434 -0.11470 0.41377 -0.085
N -1.45707 -1.40410 0.17005 -0.332
O -1.81224 -2.08828 1.05830 0.186
O -1.48064 -1.75466 -1.02973 0.072
N -1.50003 0.82954 1.25968 -0.361
O -2.51324 0.45777 1.73551 0.167
O -1.05057 1.95165 1.38407 0.120
H -0.45614 -0.11543 -1.89466 0.139
H -0.16285 1.75550 -1.20775 0.175



# 4
20
Properties=species:S:1:pos:R:3:lowdin_charge:R:1 method="wB97M-V/def2-TZVPD" de_lowest_ev=1.034 lumo_ha=0.0304 e_homo_ev=-8.73 energy_ev=-10407.3902 charge=0 homo_lumo_gap_ha=0.351
C -1.68526 1.18670 -2.71301 -0.103
C -0.52447 0.83570 -1.77917 -0.292
N -1.03024 0.37719 -0.48896 -0.074
C 0.00090 0.20380 0.52108 -0.160
C 0.21865 -1.26160 0.84989 -0.477
O -0.44488 -2.12592 0.29521 0.042
N 1.11916 -1.56849 1.81336 0.014
C 1.83803 -0.58887 2.60782 -0.080
H -2.34847 0.33940 -2.82114 0.063
H -1.31883 1.46629 -3.69239 0.064
H -2.32782 1.97191 -2.30159 0.072
H 0.04657 0.06169 -2.31011 0.114
H 0.06419 1.72818 -1.59224 0.105
H -1.49767 -0.51649 -0.58953 0.095
H -0.29999 0.74084 1.43564 0.125
H 0.91209 0.70604 0.21614 0.111
H 1.21720 -2.52571 2.12282 0.143
H 2.74722 -1.04670 2.97518 0.083
H 2.06234 0.27460 1.99251 0.073
H 1.25125 -0.25857 3.45850 0.083



# 5
13
Properties=species:S:1:pos:R:3:lowdin_charge:R:1 method="wB97M-V/def2-TZVPD" de_lowest_ev=7.598 lumo_ha="-0.0031 / -0.0031" e_homo_ev="-7.54 / -7.54" energy_ev=-10277.1996 charge=0 homo_lumo_gap_ha="0.274 / 0.274"
N -0.30263 0.60262 0.06945 -0.066
C 1.25766 0.22001 0.15512 -0.546
N -0.74371 1.07652 -1.20777 0.075
O 1.70609 0.71798 1.34754 0.103
O 1.90443 0.17298 -0.86435 0.106
H 2.67023 0.78956 1.28361 0.132
H -0.61901 1.23030 0.80663 0.152
H -1.53827 0.49806 -1.47349 0.079
H 0.02005 0.87162 -1.85456 0.084
C -0.74780 -0.94270 0.45999 -0.253
C -1.82591 -1.55683 0.37081 0.009
H -2.27751 -2.52440 0.32800 -0.003
H 0.49638 -1.15572 0.57902 0.126